# 1
Formula: C27H29O2S
Source: the OMol25 dataset
Level of theory: the ωB97M-V functional and the def2-TZVPD basis

Properties
Net charge ... +1
E_LUMO ... -4.383 eV
Gap between HOMO and LUMO ... 6.51 eV
E_HOMO ... -10.89 eV

Bonds (Å) are listed after each position.
Cartesian coordinates (Å):
1 C 3.9730 -3.7693 2.1460  C2 1.504, H10 1.095, H11 1.097, H12 1.098
2 C 2.5036 -3.4828 2.2908  C1 1.504, O3 1.450, H13 1.096, H14 1.098
3 O 2.2900 -2.1240 1.8323  C2 1.450, C4 1.359
4 C 0.9906 -1.7546 1.9810  O3 1.359, C5 1.457, O9 1.234
5 C 0.8047 -0.3121 1.8952  C4 1.457, S6 1.693, H15 1.099
6 S -0.6578 0.2638 2.5239  C5 1.693, C7 1.831, C8 1.821
7 C -1.1475 -0.7154 3.9920  S6 1.831, H16 1.092, H17 1.095, H18 1.099
8 C -0.0574 1.7211 3.4355  S6 1.821, H19 1.091, H20 1.095, H21 1.095
9 O 0.1018 -2.5954 2.1395  C4 1.234
10 H 4.1810 -4.7653 2.5504  C1 1.095
11 H 4.2793 -3.7596 1.0926  C1 1.097
12 H 4.5667 -3.0258 2.6949  C1 1.098
13 H 1.8888 -4.1743 1.7037  C2 1.096
14 H 2.2099 -3.5324 3.3474  C2 1.098
15 H 1.7098 0.2958 2.0319  C5 1.099
16 H -1.2831 -1.7569 3.6920  C7 1.092
17 H -0.3879 -0.6030 4.7732  C7 1.095
18 H -2.1031 -0.2902 4.3283  C7 1.099
19 H 0.3978 2.4126 2.7251  C8 1.091
20 H -0.9328 2.1824 3.9053  C8 1.095
21 H 0.6610 1.3582 4.1786  C8 1.095
22 C -4.5914 -1.1659 -3.7196  C23 1.403, C42 1.405, H43 1.096
23 C -3.2401 -1.4953 -3.9072  C22 1.403, C24 1.397, H44 1.093
24 C -2.2499 -0.9204 -3.1076  C23 1.397, C25 1.408, H45 1.088
25 C -2.5684 0.0924 -2.1824  C24 1.408, C26 1.470, C41 1.415
26 C -1.5462 0.7195 -1.3315  C25 1.470, C27 1.409, C35 1.466
27 C -0.4298 -0.0597 -0.9668  C26 1.409, C28 1.401, H46 1.096
28 C 0.7759 0.3728 -0.4002  C27 1.401, C29 1.469, H47 1.088
29 C 2.0685 -0.0969 -0.9168  C28 1.469, C30 1.415, C34 1.413
30 C 3.2180 0.7090 -0.7438  C29 1.415, C31 1.393, H48 1.094
31 C 4.4887 0.2427 -1.0720  C30 1.393, C32 1.402, H49 1.091
32 C 4.6523 -1.0285 -1.6400  C31 1.402, C33 1.400, H50 1.100
33 C 3.5150 -1.7979 -1.9126  C32 1.400, C34 1.401, H51 1.090
34 C 2.2374 -1.3428 -1.5609  C29 1.413, C33 1.401, H52 1.089
35 C -1.7158 2.1280 -0.9628  C26 1.466, C36 1.410, C40 1.421
36 C -1.2547 2.6481 0.2639  C35 1.410, C37 1.397, H53 1.100
37 C -1.3305 4.0131 0.5512  C36 1.397, C38 1.405, H54 1.093
38 C -2.0346 4.8648 -0.3158  C37 1.405, C39 1.404, H55 1.092
39 C -2.5848 4.3601 -1.5043  C38 1.404, C40 1.393, H56 1.091
40 C -2.3929 3.0212 -1.8371  C35 1.421, C39 1.393, H57 1.089
41 C -3.9252 0.4804 -2.0766  C25 1.415, C42 1.393, H58 1.093
42 C -4.9309 -0.1668 -2.7914  C22 1.405, C41 1.393, H59 1.097
43 H -5.3716 -1.6482 -4.3187  C22 1.096
44 H -2.9498 -2.2172 -4.6750  C23 1.093
45 H -1.2142 -1.2395 -3.2061  C24 1.088
46 H -0.4767 -1.1230 -1.2283  C27 1.096
47 H 0.8144 1.3416 0.0933  C28 1.088
48 H 3.0929 1.7179 -0.3412  C30 1.094
49 H 5.3638 0.8632 -0.8744  C31 1.091
50 H 5.6589 -1.4242 -1.8382  C32 1.100
51 H 3.6337 -2.7746 -2.3828  C33 1.090
52 H 1.3651 -1.9562 -1.7813  C34 1.089
53 H -0.9073 1.9292 1.0203  C36 1.100
54 H -0.8557 4.4100 1.4525  C37 1.093
55 H -2.1556 5.9211 -0.0677  C38 1.092
56 H -3.1676 4.9977 -2.1709  C39 1.091
57 H -2.8001 2.6438 -2.7736  C40 1.089
58 H -4.1995 1.2928 -1.3989  C41 1.093
59 H -5.9798 0.1152 -2.6339  C42 1.097

---

# 2
Formula: C26H39ClN2O7Si
Source: the OMol25 dataset
Level of theory: the ωB97M-V functional and the def2-TZVPD basis

Properties
E_LUMO ... -0.865 eV
Gap between HOMO and LUMO ... 8.93 eV
E_HOMO ... -9.80 eV

Bonds (Å) are listed after each position.
Cartesian coordinates (Å):
1 C 4.0215 -3.0794 -0.7395  C2 1.642, H20 1.174, H21 1.193, H22 1.194
2 C 2.6479 -3.6714 -0.0616  C1 1.642, C3 1.640, H23 1.193, H24 1.173
3 C 1.2919 -2.8036 -0.3744  C2 1.640, C4 1.639, H25 1.193, H26 1.172
4 C 1.5171 -1.4686 -1.2980  C3 1.639, Si5 1.949, H27 1.177, H28 1.192
5 Si -0.0468 -0.3157 -1.1423  C4 1.949, Cl6 2.179, C7 1.936, C13 1.962
6 Cl -0.4026 -0.0207 0.9876  Si5 2.179
7 C 0.1650 1.3989 -2.0164  Si5 1.936, C8 1.638, H29 1.194, H30 1.171
8 C 1.7071 1.7755 -2.4218  C7 1.638, C9 1.639, H31 1.170, H32 1.194
9 C 2.4285 2.8948 -1.4669  C8 1.639, C10 1.639, H33 1.194, H34 1.189
10 C 1.9306 2.9073 0.0945  C9 1.639, O11 1.471, H35 1.173, H36 1.194
11 O 2.3526 1.7490 0.8964  C10 1.471, C12 1.471
12 C 3.7632 1.8297 1.3045  O11 1.471, H37 1.192, H38 1.194, H39 1.170
13 C -1.6162 -1.1560 -1.9664  Si5 1.962, C14 1.644, H40 1.193, H41 1.184
14 C -2.9273 -1.1867 -0.9752  C13 1.644, C15 1.657, H42 1.171, H43 1.190
15 C -3.5876 0.3058 -0.6905  C14 1.657, C16 1.668, H44 1.188, H45 1.194
16 C -4.8750 0.1253 0.3546  C15 1.668, O17 1.484, H46 1.173, H47 1.188
17 O -4.3305 0.3330 1.7196  C16 1.484, C18 1.471
18 C -3.9166 -0.9442 2.3213  O17 1.471, O19 1.344, H48 1.190
19 O -3.0386 -1.0394 3.3339  C18 1.344
20 H 3.9200 -2.9011 -1.8952  C1 1.174
21 H 4.9750 -3.7348 -0.4481  C1 1.193
22 H 4.2218 -2.0184 -0.2302  C1 1.194
23 H 2.5739 -4.8140 -0.3973  C2 1.193
24 H 2.7886 -3.6816 1.1031  C2 1.173
25 H 0.5589 -3.5159 -0.9894  C3 1.193
26 H 0.7561 -2.5967 0.6469  C3 1.172
27 H 2.4341 -0.7992 -0.9867  C4 1.177
28 H 1.5554 -1.8034 -2.4413  C4 1.192
29 H -0.4353 1.3088 -3.0446  C7 1.194
30 H -0.4009 2.2109 -1.3904  C7 1.171
31 H 2.4395 0.8676 -2.5091  C8 1.170
32 H 1.6548 2.2557 -3.5135  C8 1.194
33 H 3.5884 2.6122 -1.4422  C9 1.194
34 H 2.3919 3.9579 -1.9984  C9 1.189
35 H 0.7751 3.0361 0.2487  C10 1.173
36 H 2.4294 3.8701 0.5939  C10 1.194
37 H 4.3796 0.9925 0.7223  C12 1.192
38 H 3.9339 1.6307 2.4690  C12 1.194
39 H 4.2934 2.8464 1.0720  C12 1.170
40 H -1.9276 -0.4763 -2.8964  C13 1.193
41 H -1.3592 -2.2152 -2.4290  C13 1.184
42 H -2.6111 -1.7612 -0.0047  C14 1.171
43 H -3.7984 -1.8230 -1.4774  C14 1.190
44 H -2.8094 1.0545 -0.1941  C15 1.188
45 H -3.9545 0.8093 -1.7086  C15 1.194
46 H -5.3570 -0.9370 0.2280  C16 1.173
47 H -5.7028 0.9423 0.1139  C16 1.188
48 H -4.3181 -1.9750 1.8819  C18 1.190
49 O 5.1419 -2.6241 -3.9998  N50 1.240
50 N 6.1409 -2.1067 -3.4782  O49 1.240, O51 1.239, C52 1.468
51 O 7.0062 -2.7313 -2.8481  N50 1.239
52 C 6.3072 -0.6545 -3.6121  N50 1.468, C53 1.402, C57 1.401
53 C 5.3332 0.0966 -4.2845  C52 1.402, C54 1.396, H58 1.088
54 C 5.4847 1.4808 -4.3876  C53 1.396, C55 1.396, H59 1.088
55 C 6.6003 2.1061 -3.8284  C54 1.396, C56 1.396, H60 1.089
56 C 7.5739 1.3543 -3.1684  C55 1.396, C57 1.396, H61 1.088
57 C 7.4319 -0.0303 -3.0565  C52 1.401, C56 1.396, H62 1.088
58 H 4.4582 -0.3756 -4.7256  C53 1.088
59 H 4.7309 2.0733 -4.9017  C54 1.088
60 H 6.7112 3.1862 -3.9064  C55 1.089
61 H 8.4419 1.8486 -2.7378  C56 1.088
62 H 8.1979 -0.6016 -2.5363  C57 1.088
63 O -8.2625 3.3978 4.8861  N64 1.240
64 N -8.6115 2.4232 5.5688  O63 1.240, O65 1.239, C66 1.468
65 O -9.5471 2.4351 6.3815  N64 1.239
66 C -7.8621 1.1716 5.4069  N64 1.468, C67 1.402, C71 1.401
67 C -6.7727 1.1237 4.5262  C66 1.402, C68 1.396, H72 1.088
68 C -6.0487 -0.0628 4.3945  C67 1.396, C69 1.396, H73 1.088
69 C -6.4132 -1.1903 5.1321  C68 1.396, C70 1.396, H74 1.089
70 C -7.5051 -1.1429 6.0005  C69 1.396, C71 1.396, H75 1.088
71 C -8.2350 0.0389 6.1428  C66 1.401, C70 1.396, H76 1.088
72 H -6.4758 1.9937 3.9445  C67 1.088
73 H -5.1974 -0.1080 3.7186  C68 1.088
74 H -5.8422 -2.1116 5.0303  C69 1.089
75 H -7.7848 -2.0267 6.5697  C70 1.088
76 H -9.0814 0.0606 6.8261  C71 1.088